# C8H20ClLaSc

A molecular structure, C8H20ClLaSc at a distorted geometry (the ωB97M-V functional and the def2-TZVPD basis, the OMol25 dataset).

CARTESIAN COORDINATES (ANGSTROEM)
Sc -0.91 0.60 -0.99
Cl 1.03 -0.61 -0.26
C -0.68 2.37 0.11
H -1.71 2.76 0.00
H -0.08 3.02 -0.52
H -0.38 2.43 1.14
La 3.02 -0.58 -2.08
C 4.44 1.48 -1.63
C 2.82 -3.06 -2.27
C 1.12 0.26 -3.04
H 1.83 -3.50 -2.45
H 3.42 -3.10 -3.21
H 3.36 -3.67 -1.52
H 4.03 2.50 -1.71
H 5.11 1.38 -0.76
H 5.01 1.20 -2.55
H 1.06 1.31 -3.47
H 0.41 -0.40 -3.63
C -2.30 0.97 2.85
C -2.12 -0.38 2.15
C -3.16 -1.38 2.68
C -2.10 -0.35 0.56
H -3.17 1.52 2.48
H -1.43 1.62 2.72
H -2.42 0.84 3.94
H -1.13 -0.74 2.50
H -4.17 -1.17 2.33
H -2.92 -2.41 2.37
H -3.16 -1.37 3.78
H -1.71 -1.36 0.27
H -3.13 -0.19 0.22

Results
F_max: 3.350 eV Å⁻¹
net charge: -1
multiplicity: 1
HOMO-LUMO gap: 0.1829 Ha